This record from OMol25 describes C56H53BKN11 as an isolated structure. The level of theory is wB97M-V/def2-TZVPD.

```
! RIJCOSX wB97M-V def2-TZVPD def2/J DEFGRID3
* xyz 0 1
K -0.68 -0.19 0.50
C -2.18 -3.04 2.84
C -0.72 -2.89 3.32
C 0.30 -3.28 2.28
C 0.73 -4.60 2.16
C 1.66 -4.92 1.18
C 2.13 -3.92 0.34
C 1.64 -2.64 0.53
N 0.76 -2.33 1.48
N -2.73 -1.80 2.27
C -3.82 -2.12 1.35
C -4.35 -0.91 0.61
C -5.69 -0.57 0.63
C -6.12 0.52 -0.12
C -5.19 1.23 -0.86
C -3.86 0.82 -0.81
N -3.46 -0.22 -0.09
C -3.19 -0.92 3.35
C -3.07 0.56 3.10
C -4.10 1.44 3.41
C -3.88 2.80 3.28
C -2.64 3.25 2.85
C -1.68 2.30 2.53
N -1.88 0.99 2.65
H -2.24 -3.82 2.09
H -2.80 -3.38 3.69
H -0.54 -1.86 3.63
H -0.58 -3.53 4.20
H 0.35 -5.36 2.83
H 2.02 -5.94 1.09
H 2.85 -4.13 -0.44
H 1.98 -1.82 -0.10
H -3.42 -2.81 0.60
H -4.65 -2.62 1.87
H -6.40 -1.15 1.22
H -7.16 0.81 -0.12
H -5.47 2.10 -1.44
H -3.09 1.36 -1.35
H -4.24 -1.16 3.61
H -2.59 -1.13 4.24
H -5.05 1.06 3.74
H -4.67 3.51 3.52
H -2.43 4.30 2.74
H -0.70 2.60 2.16
C 1.99 4.83 0.12
C 1.88 3.64 1.02
C 1.83 3.62 2.40
C 1.74 2.26 2.74
N 1.73 1.51 1.65
N 1.83 2.35 0.60
B 1.70 1.67 -0.79
N 3.02 1.10 -1.37
N 2.90 -0.11 -1.96
C 4.12 -0.52 -2.25
C 5.07 0.44 -1.83
C 4.32 1.45 -1.27
C 4.78 2.73 -0.65
C 4.32 -1.85 -2.84
C 5.60 -2.33 -3.15
C 5.77 -3.61 -3.65
C 4.68 -4.44 -3.85
C 3.41 -3.98 -3.54
C 3.23 -2.70 -3.04
N 0.91 2.57 -1.75
N -0.34 2.86 -1.34
C -0.88 3.63 -2.28
C 0.04 3.83 -3.33
C 1.17 3.12 -2.96
C 2.45 2.97 -3.70
C -2.24 4.15 -2.11
C -2.86 4.12 -0.86
C -4.14 4.61 -0.68
C -4.84 5.15 -1.76
C -4.23 5.19 -3.01
C -2.95 4.70 -3.18
C 1.56 1.62 4.06
C 1.37 2.39 5.20
C 1.17 1.79 6.44
C 1.15 0.41 6.55
C 1.34 -0.37 5.41
C 1.54 0.23 4.17
H 1.63 5.71 0.66
H 3.02 5.02 -0.16
H 1.40 4.72 -0.78
H 1.86 4.48 3.05
H 1.07 0.69 -0.59
H 6.14 0.40 -1.89
H 5.87 2.76 -0.65
H 4.41 3.60 -1.19
H 4.43 2.81 0.38
H 6.46 -1.69 -2.99
H 6.77 -3.96 -3.89
H 4.83 -5.44 -4.23
H 2.55 -4.62 -3.69
H 2.24 -2.33 -2.80
H -0.08 4.41 -4.23
H 2.39 3.53 -4.63
H 3.30 3.34 -3.13
H 2.65 1.92 -3.93
H -2.31 3.70 -0.02
H -4.60 4.57 0.30
H -5.84 5.54 -1.62
H -4.77 5.61 -3.85
H -2.49 4.73 -4.16
H 1.37 3.47 5.13
H 1.02 2.41 7.32
H 1.00 -0.06 7.51
H 1.34 -1.45 5.48
H 1.67 -0.37 3.28
N -0.99 -2.41 -1.46
C -0.72 -3.37 -2.03
C -0.36 -4.51 -2.82
C 0.04 -5.70 -2.21
C 0.42 -6.78 -2.99
C 0.42 -6.67 -4.37
C 0.03 -5.48 -4.98
C -0.36 -4.40 -4.21
H 0.04 -5.76 -1.13
H 0.73 -7.70 -2.51
H 0.73 -7.51 -4.98
H 0.03 -5.40 -6.06
H -0.66 -3.47 -4.67
*
```

Kohn-Sham gap   7.7 eV
DFT total energy   -3393.070132 Eh
Energy above the lowest of the compared OMol25 structures with the same formula, charge and spin   0.4845 eV



This record from OMol25 describes a single C17H26N2O5S molecule. The level of theory is wB97M-V/def2-TZVPD.

```
! RIJCOSX wB97M-V def2-TZVPD def2/J DEFGRID3
* xyz 0 1
C 5.56 2.38 0.21
C 4.17 2.09 -0.31
H 3.42 2.78 0.07
H 4.13 2.05 -1.40
S 3.67 0.44 0.28
O 3.50 0.52 1.71
O 4.59 -0.53 -0.23
N 2.15 0.31 -0.42
C 2.14 -0.31 -1.73
C 2.17 -1.84 -1.66
H 3.14 -2.16 -1.27
H 2.04 -2.24 -2.67
C 1.06 -2.37 -0.74
C -0.32 -2.12 -1.35
O -0.51 -1.55 -2.41
N -1.34 -2.65 -0.62
H -1.14 -2.99 0.31
C -2.70 -2.21 -0.84
C -2.93 -0.84 -0.25
C -3.35 0.20 -1.04
C -3.53 1.49 -0.52
C -3.26 1.71 0.82
C -2.83 0.66 1.63
C -2.66 -0.61 1.11
O -2.24 -1.69 1.85
C -1.99 -1.52 3.22
H -1.17 -0.80 3.39
H -2.89 -1.18 3.75
H -1.70 -2.49 3.60
H -2.63 0.87 2.67
H -3.38 2.68 1.27
O -3.96 2.43 -1.40
C -4.14 3.75 -0.94
H -4.91 3.79 -0.15
H -4.48 4.32 -1.80
H -3.21 4.18 -0.56
H -3.54 0.05 -2.09
H -3.37 -2.95 -0.37
H -2.88 -2.18 -1.91
C 1.18 -1.69 0.63
H 0.40 -2.02 1.31
H 2.15 -1.93 1.06
C 1.10 -0.17 0.45
H 1.23 0.33 1.41
H 0.14 0.12 0.02
H 1.18 -3.45 -0.62
H 3.02 0.05 -2.27
H 1.24 0.01 -2.25
H 6.24 1.61 -0.14
H 5.54 2.35 1.30
H 5.91 3.35 -0.12
*
```

Kohn-Sham gap   8.8 eV
SMILES   CCS(=O)(=O)N1CCC(C(=O)NCc2cc(OC)ccc2OC)CC1
DFT total energy   -1547.286915 Eh
Energy above the lowest of the compared OMol25 structures with the same formula, charge and spin   1.3903 eV



Question: Among the records above, which one has the highest DFT total energy?
Answer: C17H26N2O5S